(1)
C26H39Br2F6IN5NaO7P | ωB97M-V/def2-TZVPD

XYZ file:
```
88
Properties=species:S:1:pos:R:3
C 4.451 -2.826 -2.042
C 4.188 -1.332 -2.096
I 4.975 -0.621 -3.995
C 4.978 -0.693 -0.962
N 4.583 0.635 -0.515
C 3.480 0.976 0.174
N 2.474 0.246 0.569
C 1.656 1.070 1.215
C 0.367 0.625 1.788
F 0.638 -0.324 2.741
F -0.241 1.663 2.476
C -0.581 0.068 0.775
C -0.361 0.182 -0.597
C -1.267 -0.347 -1.498
C -2.412 -0.991 -1.062
C -2.651 -1.062 0.308
C -3.896 -1.678 0.843
F -3.836 -2.994 1.020
F -4.957 -1.455 0.022
F -4.269 -1.128 2.037
C -1.732 -0.541 1.206
N 2.155 2.371 1.271
P 1.627 3.851 1.990
O 1.442 3.464 3.559
Br 3.644 5.080 1.952
N 3.335 2.283 0.550
H 5.486 -2.966 -1.721
H 4.386 -3.281 -3.022
H 3.765 -3.300 -1.343
H 3.129 -1.101 -2.085
H 5.993 -0.556 -1.321
H 5.051 -1.407 -0.145
H 5.222 1.384 -0.703
H 0.533 0.681 -0.937
H -1.056 -0.258 -2.613
H -3.095 -1.420 -1.772
H -1.942 -0.601 2.264
H 1.688 2.540 3.713
H 3.976 3.031 0.356
C 8.613 -6.332 0.451
O 9.240 -6.334 -0.886
C 8.686 -5.528 -1.808
O 7.766 -4.783 -1.677
O 9.400 -5.690 -2.933
C 8.934 -4.886 -4.026
H 9.172 -7.027 1.078
H 8.663 -5.328 0.888
H 7.576 -6.702 0.398
H 9.001 -3.828 -3.780
H 7.910 -5.146 -4.281
H 9.585 -5.106 -4.867
Br -2.165 -1.308 -4.106
C -8.838 4.141 0.751
C -8.085 4.042 2.078
C -6.567 4.166 2.055
N -5.778 3.146 1.270
C -4.368 3.171 1.838
C -3.409 2.337 1.029
C -3.378 2.750 -0.434
C -4.782 2.694 -1.009
C -5.739 3.541 -0.191
C -6.351 1.782 1.460
H -8.701 3.263 0.121
H -9.908 4.212 0.944
H -8.541 5.026 0.186
H -8.376 3.126 2.594
H -8.431 4.857 2.717
H -6.210 4.077 3.081
H -6.263 5.143 1.683
H -4.058 4.218 1.855
H -4.438 2.809 2.864
H -2.412 2.438 1.456
H -3.655 1.277 1.100
H -2.713 2.095 -0.998
H -2.976 3.767 -0.521
H -5.130 1.659 -1.058
H -4.783 3.063 -2.036
H -6.748 3.453 -0.582
H -5.441 4.590 -0.221
H -7.335 1.739 1.003
H -6.414 1.584 2.527
H -5.711 1.045 0.987
C 0.970 -2.965 -1.122
O -0.186 -2.985 -0.647
O 1.249 -2.952 -2.367
O 2.001 -2.927 -0.339
Na 11.130 -6.445 -0.038
F 7.070 -8.210 1.111
```

Frontier orbital gap = 1.19 eV
Charge = -1
2S+1 = 1
HOMO energy = -1.47 eV
Lowest unoccupied orbital energy = -0.0105 Eh
E = -8362.9743 Ha


(2)
C31H75IN16O33P | ωB97M-V/def2-TZVPD

XYZ file:
```
157
Properties=species:S:1:pos:R:3
C -0.970 -3.099 6.034
C 0.462 -3.668 6.441
O 0.818 -4.751 5.903
O 1.350 -3.089 7.375
C 1.219 -1.644 7.440
C 1.797 -0.903 6.121
C 1.916 0.686 6.339
C 0.813 1.539 5.520
C -0.397 1.976 6.487
C -1.738 1.105 6.332
C -2.566 1.361 4.981
P -4.480 1.259 5.217
N -4.913 1.527 6.904
O -5.032 -0.351 4.872
C -2.050 0.301 3.865
N -1.579 0.947 2.595
C -1.380 -0.189 1.587
C -0.109 -1.102 1.912
C -0.061 -2.234 0.745
C -1.106 -3.391 1.176
O -2.203 -3.572 0.601
O -0.828 -4.272 2.278
C -2.650 1.831 1.974
C -3.099 3.042 2.927
C -2.312 2.842 4.337
I -3.212 4.337 5.693
H -1.409 -3.789 5.227
H -0.870 -2.012 5.678
H -1.701 -3.116 6.914
H 0.159 -1.280 7.692
H 1.872 -1.306 8.325
H 2.877 -1.289 5.993
H 1.197 -1.148 5.182
H 1.969 0.981 7.452
H 2.944 0.991 5.911
H 1.352 2.517 5.223
H 0.497 1.048 4.541
H -0.029 1.792 7.566
H -0.553 3.103 6.408
H -1.408 -0.001 6.417
H -2.351 1.296 7.292
H -4.436 0.765 7.438
H -5.919 1.254 6.970
H -4.404 -1.021 5.223
H -2.831 -0.475 3.573
H -1.171 -0.290 4.318
H -0.665 1.421 2.666
H -1.163 0.327 0.580
H -2.357 -0.790 1.478
H 0.868 -0.540 2.033
H -0.358 -1.688 2.875
H -0.426 -1.796 -0.242
H 0.991 -2.667 0.670
H 0.078 -4.626 2.136
H -2.287 2.182 0.938
H -3.587 1.179 1.810
H -4.236 3.100 3.081
H -2.771 4.032 2.463
H -1.215 3.052 4.117
C -1.886 -3.004 -2.891
N -0.683 -2.130 -2.837
O -0.798 -1.045 -2.284
O 0.336 -2.562 -3.348
H -2.709 -2.496 -2.401
H -2.114 -3.184 -3.941
H -1.642 -3.931 -2.374
C -3.759 3.551 9.929
N -2.349 3.093 10.041
O -2.132 2.113 10.734
O -1.508 3.735 9.429
H -4.392 2.894 10.521
H -3.803 4.572 10.308
H -4.036 3.507 8.875
C 1.408 0.068 -5.401
N 0.990 0.547 -6.746
O 0.290 -0.195 -7.416
O 1.384 1.652 -7.077
H 0.991 -0.924 -5.235
H 2.497 0.035 -5.390
H 1.025 0.775 -4.666
C 3.364 3.516 -8.966
N 4.815 3.761 -8.763
O 5.176 4.919 -8.604
O 5.543 2.772 -8.767
H 2.839 4.468 -8.937
H 3.243 3.040 -9.931
H 3.031 2.867 -8.158
C -8.578 4.088 7.134
N -7.813 2.931 6.600
O -7.764 1.924 7.292
O -7.292 3.072 5.508
H -8.985 3.821 8.107
H -7.887 4.926 7.220
H -9.378 4.307 6.427
C 8.086 4.439 -9.687
N 8.549 5.033 -10.968
O 9.681 4.768 -11.333
O 7.757 5.747 -11.561
H 8.889 3.832 -9.272
H 7.836 5.258 -9.015
H 7.214 3.827 -9.904
C 6.191 2.576 -5.392
N 5.130 2.512 -4.354
O 4.952 3.503 -3.667
O 4.507 1.465 -4.273
H 6.657 3.559 -5.359
H 6.920 1.797 -5.174
H 5.708 2.411 -6.354
C -1.211 -3.015 -8.762
N -1.984 -3.919 -7.871
O -1.759 -5.113 -7.953
O -2.792 -3.395 -7.121
H -0.535 -3.614 -9.370
H -1.924 -2.482 -9.390
H -0.653 -2.328 -8.127
C 1.835 -7.683 4.925
N 2.967 -8.281 4.171
O 2.848 -8.370 2.958
O 3.933 -8.640 4.819
H 1.049 -7.412 4.223
H 1.479 -8.432 5.632
H 2.212 -6.801 5.441
C 3.364 1.429 -0.812
N 2.515 0.514 -0.006
O 2.722 -0.681 -0.108
O 1.663 1.031 0.704
H 4.068 0.834 -1.390
H 2.702 1.991 -1.470
H 3.890 2.088 -0.123
C 0.182 1.134 -10.974
N 1.392 1.993 -10.898
O 1.279 3.075 -10.344
O 2.414 1.553 -11.396
H -0.646 1.651 -10.493
H -0.031 0.960 -12.028
H 0.408 0.203 -10.456
C 4.836 8.279 -9.511
N 3.802 8.215 -8.444
O 3.641 9.210 -7.758
O 3.190 7.167 -8.334
H 5.297 9.265 -9.493
H 5.572 7.504 -9.302
H 4.337 8.104 -10.463
C -0.592 -10.118 3.067
N -1.552 -9.860 4.171
O -1.993 -8.727 4.279
O -1.829 -10.803 4.891
H -0.440 -9.194 2.511
H 0.341 -10.456 3.515
H -1.025 -10.885 2.426
C -5.041 -3.886 -0.308
N -5.490 -3.502 -1.673
O -6.687 -3.490 -1.886
O -4.617 -3.224 -2.483
H -5.917 -4.104 0.300
H -4.410 -4.769 -0.406
H -4.484 -3.046 0.104
```

Frontier orbital gap = 8.47 eV
Charge = +1
2S+1 = 1
HOMO energy = -11.12 eV
Lowest unoccupied orbital energy = -0.0975 Eh
E = -5222.5854 Ha


(3)
C15H24BF2MnN4O4S | ωB97M-V/def2-TZVPD

XYZ file:
```
52
Properties=species:S:1:pos:R:3
Mn -1.729 -0.162 1.237
C 0.839 -1.271 2.557
C 0.710 -0.449 3.828
N -0.599 0.127 4.006
C -0.791 1.548 4.220
C -0.133 2.452 3.157
N -0.540 2.061 1.803
C 0.498 1.831 0.809
C 1.410 0.665 1.072
N 0.562 -0.493 1.374
H 0.140 -2.107 2.557
H 1.886 -1.711 2.564
H 1.479 0.327 3.896
H 0.946 -1.173 4.654
H -1.239 -0.487 4.489
H -0.375 1.907 5.164
H -1.905 1.744 4.204
H 0.955 2.351 3.235
H -0.382 3.497 3.404
H -1.245 2.692 1.428
H 1.121 2.704 0.649
H -0.006 1.578 -0.156
H 2.129 0.834 1.902
H 1.991 0.474 0.139
H 0.594 -1.141 0.612
C 3.108 0.129 -5.404
C 2.026 -0.405 -4.472
C 1.684 0.293 -3.340
C 0.759 -0.194 -2.464
C 0.211 -1.460 -2.656
C 0.462 -2.133 -3.828
C 1.392 -1.602 -4.707
S -0.712 -2.191 -1.406
O -1.515 -3.216 -2.041
O 0.250 -2.623 -0.411
N -1.495 -0.990 -0.745
C -2.384 -0.308 -1.634
C -2.581 1.140 -1.237
O -2.935 1.922 -2.095
O -2.340 1.388 -0.035
H 4.083 -0.359 -5.267
H 3.309 1.182 -5.267
H 2.744 -0.137 -6.439
H 2.086 1.309 -3.104
H 0.513 0.339 -1.608
H -0.042 -3.089 -4.001
H 1.555 -2.171 -5.586
H -3.371 -0.856 -1.666
H -2.046 -0.215 -2.695
F -3.131 -1.282 4.051
B -3.318 -1.041 2.735
F -4.630 -1.230 2.517
```

Frontier orbital gap (alpha / beta) = 7.11 / 7.85 eV
Charge = -1
2S+1 = 6
HOMO energy (alpha / beta) = -4.44 / -5.18 eV
Lowest unoccupied orbital energy (alpha / beta) = 0.0982 / 0.0982 Eh
E = -2879.9357 Ha


(4)
C26H31OPPdS4 | ωB97M-V/def2-TZVPD

XYZ file:
```
64
Properties=species:S:1:pos:R:3
Pd 0.653 1.674 0.490
C 2.666 0.520 2.575
C 3.642 1.119 1.550
S 2.900 1.562 -0.088
C 3.227 3.352 -0.278
C 2.003 4.072 -0.824
S 0.750 3.954 0.485
C -0.885 4.195 -0.261
C -1.874 3.663 0.767
S -1.555 1.906 1.193
C -1.250 1.883 3.013
C -0.089 0.968 3.433
S 1.481 1.794 3.061
H 3.244 0.179 3.432
H 2.133 -0.324 2.134
H 4.417 0.388 1.318
H 4.138 2.014 1.927
H 4.061 3.487 -0.968
H 3.529 3.745 0.693
H 1.608 3.610 -1.729
H 2.248 5.114 -1.038
H -0.929 3.634 -1.195
H -1.090 5.248 -0.463
H -2.882 3.726 0.357
H -1.866 4.229 1.699
H -2.175 1.513 3.458
H -1.100 2.909 3.350
H -0.139 0.013 2.904
H -0.174 0.778 4.501
O 0.568 -0.287 0.399
P -0.249 -1.305 -0.450
C -1.181 -2.369 0.627
C -2.150 -1.814 1.474
C -2.865 -2.618 2.338
C -2.623 -3.990 2.370
C -1.674 -4.549 1.532
C -0.954 -3.743 0.659
C -1.369 -0.482 -1.563
C -2.700 -0.871 -1.696
C -3.523 -0.229 -2.613
C -3.027 0.797 -3.400
C -1.691 1.179 -3.288
C -0.870 0.539 -2.380
C 0.887 -2.286 -1.395
C 0.580 -2.680 -2.697
C 1.455 -3.500 -3.396
C 2.631 -3.925 -2.800
C 2.944 -3.535 -1.502
C 2.076 -2.721 -0.798
H -2.367 -0.753 1.437
H -3.621 -2.188 2.981
H -3.186 -4.620 3.044
H -1.494 -5.615 1.553
H -0.221 -4.192 0.002
H -3.104 -1.672 -1.090
H -4.555 -0.536 -2.712
H -3.671 1.288 -4.117
H -1.291 1.954 -3.929
H 0.181 0.810 -2.334
H -0.337 -2.352 -3.170
H 1.217 -3.803 -4.406
H 3.310 -4.565 -3.347
H 3.862 -3.873 -1.041
H 2.321 -2.425 0.215
```

Frontier orbital gap = 7.16 eV
Charge = +2
2S+1 = 1
HOMO energy = -13.81 eV
Lowest unoccupied orbital energy = -0.2444 Eh
E = -3146.1387 Ha


(5)
C21H22Cl54N2O2PS2 | ωB97M-V/def2-TZVPD

XYZ file:
```
104
Properties=species:S:1:pos:R:3
O 1.522 -1.417 2.877
C 1.849 -1.339 1.685
O 2.609 -0.435 1.179
C 1.305 -2.496 0.732
N -0.184 -2.444 0.778
C -0.709 -3.494 1.090
S -1.492 -4.669 1.886
N 1.895 -3.775 1.181
P 3.638 -3.763 1.025
S 4.261 -5.433 1.861
H 1.598 -2.295 -0.344
H 1.756 -3.937 2.188
H 4.234 -2.649 1.674
H 4.057 -3.806 -0.331
C 1.023 -1.254 -3.627
Cl 1.523 -1.317 -1.932
Cl 2.207 -0.360 -4.589
Cl 0.801 -2.887 -4.270
H 0.072 -0.732 -3.685
C -0.165 2.342 -1.048
Cl -0.567 0.764 -0.373
Cl -0.376 2.342 -2.805
Cl -1.152 3.602 -0.298
H 0.878 2.551 -0.831
C -4.629 1.644 -3.485
Cl -5.087 3.153 -2.686
Cl -4.177 1.944 -5.168
Cl -3.308 0.859 -2.616
H -5.491 0.980 -3.476
C 3.891 3.304 -0.261
Cl 4.424 1.925 -1.226
Cl 2.855 4.374 -1.226
Cl 3.041 2.756 1.182
H 4.766 3.867 0.047
C -6.618 7.089 -3.992
Cl -6.119 7.008 -2.298
Cl -5.431 7.985 -4.947
Cl -6.851 5.467 -4.650
H -7.565 7.617 -4.043
C 2.128 -2.785 6.212
Cl 2.594 -2.839 7.922
Cl 3.316 -1.896 5.268
Cl 1.933 -4.420 5.569
H 1.176 -2.271 6.134
C -0.508 1.802 3.123
Cl 1.154 2.018 3.671
Cl -1.201 0.328 3.799
Cl -1.498 3.211 3.558
H -0.502 1.711 2.042
C -8.634 -0.214 -4.582
Cl -8.430 0.031 -6.319
Cl -8.224 -1.873 -4.135
Cl -7.648 0.937 -3.672
H -9.676 -0.042 -4.333
C -1.220 7.013 1.253
Cl -1.438 8.653 1.878
Cl -2.725 6.414 0.541
Cl 0.092 6.969 0.071
H -0.954 6.364 2.082
C 2.259 -8.751 5.834
Cl 1.847 -7.849 4.373
Cl 3.700 -9.742 5.568
Cl 2.504 -7.654 7.199
H 1.432 -9.411 6.072
C -0.225 4.945 6.536
Cl 0.167 6.670 6.549
Cl 1.224 3.976 6.813
Cl -1.461 4.579 7.747
H -0.621 4.692 5.558
C 2.818 -7.754 -1.307
Cl 2.373 -6.228 -0.546
Cl 3.265 -7.502 -3.002
Cl 4.140 -8.531 -0.427
H 1.956 -8.414 -1.278
C -5.560 3.482 7.257
Cl -5.833 5.133 7.827
Cl -7.022 2.836 6.497
Cl -4.201 3.430 6.134
H -5.319 2.861 8.113
C 7.240 -0.828 -2.905
Cl 5.487 -0.771 -3.099
Cl 8.029 0.277 -4.040
Cl 7.695 -0.439 -1.243
H 7.574 -1.838 -3.123
C -10.206 2.639 4.464
Cl -10.607 1.058 5.147
Cl -10.341 2.606 2.703
Cl -11.251 3.892 5.145
H -9.177 2.874 4.724
C 3.568 -3.732 -6.556
Cl 3.787 -3.504 -8.297
Cl 3.991 -5.383 -6.089
Cl 4.530 -2.563 -5.648
H 2.522 -3.567 -6.319
C 11.398 1.726 -3.300
Cl 11.000 2.622 -4.770
Cl 12.839 0.733 -3.547
Cl 11.630 2.831 -1.941
H 10.566 1.068 -3.066
C -2.436 -2.600 -6.976
Cl -2.874 -1.693 -8.428
Cl -1.011 -3.603 -7.276
Cl -2.156 -1.502 -5.620
H -3.264 -3.253 -6.719
```

Frontier orbital gap = 7.16 eV
Charge = -1
2S+1 = 1
HOMO energy = -5.87 eV
Lowest unoccupied orbital energy = 0.0474 Eh
E = -27061.4593 Ha


(6)
C2H12O3S2 | ωB97M-V/def2-TZVPD

XYZ file:
```
19
Properties=species:S:1:pos:R:3
C -2.228 1.094 0.079
S -2.137 0.361 1.684
S -0.587 -0.914 1.391
C -1.483 -1.926 0.143
H -2.828 2.053 0.267
H -1.201 1.484 -0.295
H -2.725 0.612 -0.726
H -1.236 -1.723 -0.902
H -1.280 -2.984 0.359
H -2.579 -1.767 0.328
O 0.557 -0.419 -2.129
H 1.445 -0.047 -1.931
H 0.489 -0.391 -3.065
O 3.267 -0.329 -0.739
H 3.299 0.433 -0.106
H 2.816 -0.843 -0.051
O 2.464 1.604 1.917
H 1.692 1.216 1.454
H 2.255 2.485 2.324
```

Frontier orbital gap = 9.07 eV
2S+1 = 1
HOMO energy = -8.58 eV
Lowest unoccupied orbital energy = 0.0177 Eh
E = -1105.4643 Ha
SMILES = CSSC.O.O.O